Entry 1:
# C2H5NO2S

The molecule C2H5NO2S (ωB97M-V with the def2-TZVPD basis set, OMol25).

Properties
- LUMO level (eV) = 0.0
- orbital gap (eV) = 9.39
- energy above the lowest of the compared OMol25 structures with the same formula, charge and spin (kJ/mol) = 380.9
- net charge = 0
- SMILES string = O=C(CS)NO

Cartesian coordinates (Å):
C  -0.67719  0.41022  0.52275
C  0.55425  0.85641  -0.15828
H  -1.95431  -1.05464  -1.02042
H  -1.08660  1.31912  1.15812
H  -0.74939  -0.27748  1.47788
H  2.52164  0.05590  -0.66859
H  0.53472  -2.00481  0.39048
N  1.57570  -0.13805  -0.09547
O  0.71385  2.02913  -0.60640
O  0.77465  -1.36134  -0.55276
S  -2.20733  0.16554  -0.44733

Entry 2:
# C4H12NO

A cluster of 2 separate species, C4H12NO in total (ωB97M-V with the def2-TZVPD basis set, OMol25).

Properties
- LUMO level (eV) = 4.4
- orbital gap (eV) = 7.21
- energy above the lowest of the compared OMol25 structures with the same formula, charge and spin (kJ/mol) = 50.2
- net charge = -1

Cartesian coordinates (Å):
C  1.18976  1.28828  -0.80910
O  -0.07404  0.77902  -0.71851
C  1.55876  1.71513  -2.24596
H  1.97109  0.56346  -0.49263
H  1.35055  2.17181  -0.14235
H  2.58147  2.10700  -2.23366
H  0.87796  2.51857  -2.51631
H  1.37940  0.85727  -2.88144
C  -1.05963  -2.26137  0.61057
N  -0.35138  -1.11581  1.12645
C  -1.18529  -0.36284  2.05511
H  -1.32826  -2.93911  1.43492
H  -2.00518  -2.04522  0.07762
H  -0.41778  -2.80031  -0.08614
H  -0.12712  -0.44263  0.30261
H  -2.12352  0.01384  1.62621
H  -0.61172  0.47945  2.45148
H  -1.41180  -1.03769  2.90351

Entry 3:
# C4H10S2

The molecule C4H10S2 (ωB97M-V with the def2-TZVPD basis set, OMol25).

Properties
- LUMO level (eV) = 0.9
- orbital gap (eV) = 9.61
- energy above the lowest of the compared OMol25 structures with the same formula, charge and spin (kJ/mol) = 63.7
- net charge = 0
- SMILES string = CCSCSC

Cartesian coordinates (Å):
C  -2.21769  0.61948  -1.78679
C  -0.74407  0.75866  -2.22143
C  0.29456  0.69195  0.42644
C  0.04334  -1.47832  2.11953
H  -2.31888  1.05765  -0.79414
H  -2.84938  1.19384  -2.48785
H  -2.44823  -0.45427  -1.68587
H  -0.36764  1.83088  -2.25753
H  -0.52546  0.39214  -3.20629
H  0.71672  1.67229  0.44823
H  -0.75919  0.79636  0.61213
H  -0.95228  -1.11531  2.45701
H  0.49252  -2.11187  2.89070
H  -0.03937  -2.08392  1.23959
S  0.41895  -0.20365  -1.12013
S  1.13070  -0.09187  1.84248

Entry 4:
# C7H8CrN2O4S

A structure of composition C7H8CrN2O4S (ωB97M-V with the def2-TZVPD basis set, OMol25).

Properties
- LUMO level (alpha / beta) (eV) = -15.9 / -15.9
- orbital gap (alpha / beta) (eV) = 5.55 / 5.46
- energy above the lowest of the compared OMol25 structures with the same formula, charge and spin (kJ/mol) = 126.7
- 2S+1 = 4
- net charge = +3
- ⟨S²⟩ = 3.8032

Cartesian coordinates (Å):
Cr  -1.19940  0.97921  -1.79364
O  0.00690  -1.93314  -2.41343
C  -0.40552  -0.88904  -2.15588
C  -2.92669  0.64206  -1.16724
O  -4.02566  0.41875  -0.83029
C  -0.12862  2.16559  -2.76800
O  0.51307  2.89678  -3.41804
C  -2.04492  0.81025  -3.46661
O  -2.54374  0.67142  -4.50923
C  0.27452  -0.67282  3.15350
N  -0.33899  -0.28465  1.87192
C  0.32910  0.42846  0.94055
S  -0.47322  1.76503  0.15322
N  1.62040  0.17900  0.68249
C  2.23074  -1.15011  0.82243
H  1.35656  -0.52281  3.12786
H  0.05164  -1.72660  3.34931
H  -0.15924  -0.07147  3.96173
H  -1.32429  -0.02980  1.94986
H  2.01687  0.76209  -0.05861
H  2.45441  -1.56103  -0.16772
H  3.16509  -1.05332  1.38367
H  1.55099  -1.82386  1.35214

Entry 5:
# C4H5NO

The molecule C4H5NO (ωB97M-V with the def2-TZVPD basis set, OMol25).

Properties
- LUMO level (eV) = -0.3
- orbital gap (eV) = 8.85
- energy above the lowest of the compared OMol25 structures with the same formula, charge and spin (kJ/mol) = 425.4
- net charge = 0
- SMILES string = C=C=C(C)N=O

Cartesian coordinates (Å):
C  1.20456  0.73167  1.20435
C  0.15879  0.13687  0.31659
N  -1.16660  0.00533  0.97976
O  -2.06420  -0.44723  0.32852
C  -0.67963  -0.79993  -1.82132
C  0.12746  -0.29179  -0.92296
H  0.80801  0.77387  2.22397
H  2.12183  0.13704  1.21123
H  1.46075  1.75152  0.89961
H  -0.80340  -1.87452  -1.92574
H  -1.25376  -0.15237  -2.47894

Entry 6:
# CH14O5S

A cluster of 6 separate species, CH14O5S in total (ωB97M-V with the def2-TZVPD basis set, OMol25).

Properties
- LUMO level (alpha / beta) (eV) = -4.0 / -8.9
- orbital gap (alpha / beta) (eV) = 9.01 / 4.09
- energy above the lowest of the compared OMol25 structures with the same formula, charge and spin (kJ/mol) = 2.7
- 2S+1 = 2
- net charge = +1
- ⟨S²⟩ = 0.7531

Cartesian coordinates (Å):
C  3.82474  0.90215  -0.56265
S  3.28625  -0.76787  -0.72042
H  4.73962  0.94646  0.00403
H  3.00903  1.50970  -0.16366
H  4.00883  1.31639  -1.56462
H  3.97276  -1.31431  0.29273
H  -5.14931  4.24136  3.47050
H  -5.66014  3.93489  2.06814
O  -5.68022  3.60635  2.97813
H  0.04398  -0.10472  -1.22169
H  -0.23675  -0.68325  -2.59257
O  0.00307  0.14745  -2.15500
H  0.04652  0.84927  0.87480
H  0.78853  -0.00513  1.98245
O  0.77416  0.21926  1.04823
H  -3.70678  -4.74860  -0.64310
H  -3.86174  -6.23368  -0.46570
O  -3.29544  -5.49956  -0.20256
H  -1.34637  1.50868  -0.65464
H  -0.00512  2.11514  -0.48137
O  -0.87501  2.10890  -0.05793

F_max values (in eV Å⁻¹) by entry order: 5.808 1.200 1.796 10.375 0.717 0.829.